1.
65
Properties=species:S:1:pos:R:3 method="wB97M-V/def2-TZVPD" homo_lumo_gap_ev="8.24 / 5.72" e_lumo_ev="-5.6 / -8.3" multiplicity=5 e_above_lowest_kj_mol=0.0 homo_ha="-0.50727 / -0.51581" charge=+2 s2=6.03
Ru 0.153 0.595 -0.333
N 1.449 -2.061 1.569
C 0.208 -1.678 1.916
N -0.521 -0.823 1.228
C -1.773 -0.632 1.842
C -2.820 0.125 1.330
C -3.990 0.217 2.064
C -4.126 -0.440 3.288
C -3.100 -1.222 3.790
C -1.931 -1.309 3.048
S -0.505 -2.259 3.385
H 1.764 -1.882 0.626
H 1.885 -2.827 2.056
H -2.740 0.596 0.357
H -4.821 0.789 1.673
H -5.052 -0.359 3.840
H -3.215 -1.757 4.723
C 2.302 2.231 3.758
C 2.124 1.044 2.829
N 1.537 1.511 1.556
C 0.403 2.350 1.692
N -0.324 2.375 0.594
C -1.443 3.318 0.466
C -1.391 4.376 1.557
C -1.137 3.712 2.899
N 0.124 2.957 2.826
C 0.951 2.862 4.040
H 2.975 2.958 3.297
H 2.756 1.921 4.698
H 1.451 0.299 3.258
H 3.065 0.550 2.600
H 2.235 1.996 0.998
H -2.377 2.759 0.522
H -1.397 3.776 -0.522
H -2.332 4.923 1.582
H -0.596 5.097 1.355
H -1.946 3.030 3.174
H -1.028 4.449 3.693
H 0.391 2.273 4.772
H 1.064 3.868 4.441
C 0.503 -4.265 -6.249
C 0.840 -3.417 -5.070
C -0.104 -3.154 -4.072
C 0.186 -2.375 -2.975
C -0.851 -2.263 -1.903
C 1.480 -1.778 -2.896
Se 1.998 -0.546 -1.619
C 2.483 -2.085 -3.877
C 3.877 -1.534 -3.801
C 2.130 -2.882 -4.937
H -0.522 -4.627 -6.214
H 1.178 -5.121 -6.303
H 0.642 -3.695 -7.170
H -1.089 -3.595 -4.157
H -0.684 -3.017 -1.130
H -1.847 -2.415 -2.316
H -0.848 -1.300 -1.392
H 3.882 -0.446 -3.878
H 4.477 -1.930 -4.617
H 4.364 -1.801 -2.862
H 2.867 -3.098 -5.701
F -1.935 1.290 -1.792
C -0.591 1.337 -2.084
F -0.416 0.633 -3.217
H -0.296 2.376 -2.256

2.
74
Properties=species:S:1:pos:R:3 method="wB97M-V/def2-TZVPD" homo_lumo_gap_ev="8.90 / 5.10" e_lumo_ev="-2.5 / -6.3" multiplicity=6 e_above_lowest_kj_mol=0.0 homo_ha="-0.41784 / -0.41735" charge=+1 s2=8.76
Ir -0.311 -0.072 0.054
O -0.983 1.061 3.936
C -1.162 0.250 3.053
O -1.473 0.550 1.824
C -0.970 -1.238 3.373
C -1.476 -2.182 2.281
C -1.466 -3.633 2.753
C 0.045 -3.969 2.720
C 0.638 -2.639 2.257
O -0.363 -2.153 1.340
C 0.539 -1.617 3.415
C 1.424 -0.399 3.058
O 2.238 -0.206 4.022
O 1.352 0.213 2.006
H -1.433 -1.416 4.342
H -2.373 -1.845 1.775
H -2.024 -4.262 2.063
H -1.907 -3.735 3.744
H 0.264 -4.741 1.984
H 0.447 -4.284 3.681
H 1.604 -2.702 1.768
H 0.843 -2.039 4.369
C -5.557 0.210 -1.897
N -4.274 -0.383 -1.580
C -3.743 -1.595 -2.182
C -2.444 -1.773 -1.409
O -1.594 -2.605 -1.603
N -2.387 -0.795 -0.433
C -3.460 0.002 -0.594
N -3.666 1.064 0.172
H -5.870 -0.148 -2.874
H -5.472 1.296 -1.955
H -6.322 -0.059 -1.166
H -3.543 -1.473 -3.247
H -4.402 -2.453 -2.035
H -3.015 1.212 0.940
H -4.496 1.622 0.091
F 1.507 6.850 -0.450
C 0.352 6.511 0.140
F -0.640 7.094 -0.549
F 0.353 7.023 1.373
C 0.189 5.009 0.152
C -0.070 4.346 -1.038
C -0.189 2.971 -1.015
N -0.062 2.264 0.115
C 0.168 2.908 1.262
C 0.307 4.284 1.322
H -0.186 4.888 -1.966
H -0.403 2.404 -1.908
H 0.218 2.312 2.160
H 0.492 4.769 2.269
F -0.659 0.326 -1.946
C 2.926 -0.751 -0.133
N 1.742 -0.435 -0.994
C 1.509 -1.632 -1.887
N 2.683 -1.950 -2.668
C 3.797 -2.235 -1.766
N 4.100 -1.085 -0.910
C 4.433 0.056 -1.766
N 3.328 0.385 -2.665
C 2.155 0.706 -1.878
C 3.032 -0.790 -3.492
H 2.666 -1.597 0.501
H 3.138 0.114 0.492
H 0.672 -1.399 -2.541
H 1.237 -2.475 -1.248
H 4.682 -2.482 -2.352
H 3.542 -3.093 -1.140
H 5.316 -0.189 -2.357
H 4.658 0.922 -1.140
H 1.322 0.932 -2.535
H 2.370 1.564 -1.238
H 3.908 -1.029 -4.094
H 2.199 -0.560 -4.157

3.
66
Properties=species:S:1:pos:R:3 method="wB97M-V/def2-TZVPD" homo_lumo_gap_ev=7.49 e_lumo_ev=-0.8 homo_ha=-0.30631 charge=0 smiles="[H]/N=C(/C)Cc1nc2c(CCCF)c(P(C)CC)c(CC#C)c(OC#N)c2nc1OCC.C[N+](=O)[O-]"
C 0.994 6.087 -1.300
C 0.163 5.292 -0.935
C -0.861 4.483 -0.136
C -0.495 2.990 -0.062
C 0.594 2.523 0.809
P 1.659 3.505 1.966
C 1.194 5.287 2.154
C 1.242 2.785 3.673
C 2.535 2.493 4.525
C 0.881 1.126 0.761
C 2.025 0.463 1.563
C 3.137 -0.069 0.554
C 4.153 1.108 0.372
F 5.120 0.752 -0.579
C 0.086 0.215 -0.074
N 0.399 -1.123 -0.028
C -0.377 -1.895 -0.763
C -0.084 -3.422 -0.728
C 0.195 -3.763 0.782
C -0.741 -3.261 1.914
N 1.211 -4.432 1.148
C -1.485 -1.340 -1.549
O -2.230 -2.250 -2.288
C -3.208 -2.906 -1.443
C -4.486 -2.026 -1.296
N -1.829 -0.076 -1.667
C -0.993 0.683 -0.877
C -1.243 2.122 -0.856
O -2.315 2.608 -1.654
C -1.901 2.880 -2.884
N -1.631 3.022 -4.001
H 1.732 6.886 -1.370
H -1.815 4.629 -0.693
H -1.052 4.942 0.856
H 1.824 5.681 2.990
H 1.511 5.877 1.268
H 0.146 5.497 2.455
H 0.749 1.805 3.489
H 0.496 3.427 4.185
H 2.582 1.408 4.748
H 2.499 3.049 5.481
H 3.444 2.729 3.926
H 2.551 1.147 2.250
H 1.624 -0.432 2.087
H 3.668 -0.924 1.026
H 2.711 -0.334 -0.430
H 3.601 2.026 0.062
H 4.602 1.300 1.372
H -0.919 -4.024 -1.118
H 0.861 -3.596 -1.287
H -1.478 -4.024 2.235
H -1.300 -2.344 1.640
H -0.085 -3.009 2.775
H 1.765 -4.679 0.321
H -2.744 -3.090 -0.442
H -3.459 -3.911 -1.851
H -5.246 -2.573 -0.703
H -4.180 -1.071 -0.817
H -4.894 -1.825 -2.308
C -1.517 -5.090 -4.693
N -1.605 -6.000 -3.519
O -0.790 -5.847 -2.629
O -2.488 -6.831 -3.533
H -0.689 -4.405 -4.542
H -1.355 -5.707 -5.573
H -2.458 -4.549 -4.760

Summary of strongest force on any atom in eV/A
0.125; 0.226; 2.894
(order as listed above)